ORCA calculation (ωB97M-V/def2-TZVPD) on a molecular structure, C43H56BFN9O4SSn at a distorted geometry.

- F_max (eV/A) = 2.2
- ΔE to the lowest compared entry with this formula, charge and spin (kJ/mol) = 42.53
- total charge = +1
- HOMO (eV) = -9.863
- orbital gap (hartree) = 0.2490
- E_tot (Eh) = -3202.96893

XYZ file:
```
116
Properties=species:S:1:pos:R:3:forces:R:3
Sn 20.152 16.058 8.459 0.15 -0.20 0.11
C 16.937 14.943 12.078 1.32 0.56 0.75
C 18.306 14.675 11.379 -0.33 -0.48 0.17
C 18.818 13.253 11.749 -0.26 0.95 0.13
C 19.404 15.657 11.704 -1.07 -0.22 -0.91
C 19.753 16.180 12.949 -0.71 -0.68 0.45
C 20.859 16.954 12.676 0.05 0.30 -0.04
N 21.128 16.906 11.361 0.26 0.17 0.81
N 20.213 16.124 10.738 0.33 -0.07 0.53
B 22.402 17.493 10.723 -0.07 0.67 -0.68
N 21.989 18.757 9.907 0.20 -0.10 0.06
C 22.602 19.958 9.763 0.46 -0.77 0.56
C 21.997 20.655 8.773 -0.80 0.65 -0.91
C 20.937 19.810 8.353 0.26 -0.42 -0.09
N 20.960 18.662 9.031 0.31 0.47 0.18
C 19.935 19.965 7.260 -0.29 1.37 -0.15
C 19.201 21.365 7.341 0.74 -0.81 -1.58
C 20.574 19.778 5.868 0.43 0.82 0.46
N 23.061 16.459 9.778 -0.05 0.32 0.88
C 24.347 16.061 9.792 -0.42 0.06 -0.80
C 24.615 15.542 8.537 -0.24 -0.42 0.00
C 23.399 15.595 7.830 0.67 0.40 -0.05
N 22.487 16.175 8.601 -0.56 -0.37 -0.12
C 23.139 15.204 6.398 0.71 0.10 0.75
C 24.471 15.054 5.657 -0.15 0.04 0.33
C 22.385 13.896 6.329 -0.49 0.20 -0.86
H 16.204 14.435 11.493 -0.81 -0.21 -0.28
H 16.714 16.019 12.149 -0.05 -0.38 -0.33
H 16.906 14.552 13.115 0.16 0.04 -0.49
H 18.079 14.667 10.291 0.47 0.33 0.59
H 18.940 13.187 12.842 0.18 -0.04 -0.38
H 19.751 13.057 11.221 0.01 -0.20 0.21
H 18.060 12.545 11.455 -0.17 -0.47 -0.12
H 19.221 15.931 13.895 0.79 0.51 -0.94
H 21.444 17.587 13.323 0.15 -0.15 -0.03
H 23.236 17.828 11.499 -0.08 -0.07 0.53
H 23.442 20.276 10.353 0.10 -0.31 0.22
H 22.301 21.640 8.402 -0.38 -0.53 0.20
H 19.172 19.200 7.443 0.14 -0.04 -0.17
H 19.854 22.197 7.022 -0.01 -0.42 0.28
H 18.850 21.561 8.332 -0.39 0.11 0.55
H 18.382 21.363 6.591 0.19 0.03 0.58
H 21.335 20.570 5.654 -0.40 -0.66 0.42
H 19.814 19.936 5.125 -0.44 -0.23 -0.56
H 21.038 18.797 5.752 -0.06 0.05 -0.01
H 24.965 16.182 10.669 -0.07 0.15 -0.13
H 25.530 15.136 8.156 0.20 -0.04 0.12
H 22.593 16.032 5.944 -0.21 -0.07 -0.13
H 25.017 14.163 6.018 -0.18 0.43 -0.19
H 25.079 15.954 5.810 0.05 -0.27 -0.26
H 24.228 14.917 4.606 0.32 0.02 -0.14
H 22.815 13.166 6.995 -0.15 -0.22 0.47
H 22.518 13.513 5.326 -0.13 -0.25 -0.39
H 21.310 14.027 6.476 0.20 -0.25 0.30
F 12.593 14.534 7.899 -0.08 0.42 0.11
C 13.608 13.658 8.091 0.97 -0.36 -0.22
C 14.930 14.085 8.013 -1.03 -0.44 0.38
C 15.939 13.129 8.135 -0.47 -0.05 -0.19
C 17.340 13.594 8.090 0.71 -0.36 -0.30
O 17.597 14.764 7.824 0.02 0.13 0.10
C 18.322 12.544 8.314 -0.12 0.24 0.21
C 17.893 11.262 8.268 -0.89 -0.44 0.52
N 16.578 10.815 8.183 2.00 0.89 0.21
C 16.379 9.388 8.247 0.07 -0.43 0.08
C 15.760 8.713 7.056 -0.33 -0.09 -0.56
C 17.229 8.573 7.295 0.42 -0.29 0.00
C 15.587 11.780 8.216 -0.08 -1.09 -0.35
C 14.249 11.359 8.283 -0.75 0.04 0.73
C 13.240 12.303 8.302 0.47 0.87 -0.04
N 11.857 11.962 8.539 -0.41 -0.30 -0.44
C 11.269 12.693 9.655 -0.30 0.61 0.21
C 9.754 12.368 9.880 1.44 -0.09 0.10
N 9.082 12.590 8.558 0.25 0.36 0.44
C 9.618 11.650 7.544 0.39 -0.09 -0.89
C 11.069 12.027 7.295 0.51 0.03 0.27
C 19.835 12.672 8.626 -0.40 0.15 -0.73
O 20.434 11.609 8.708 0.33 0.34 0.20
O 20.348 13.844 8.755 -0.22 0.20 0.22
H 15.251 15.118 7.929 -0.33 0.05 -0.01
H 18.661 10.513 8.403 -0.14 -0.19 -0.13
H 16.212 8.978 9.260 -0.03 0.27 -0.67
H 15.520 9.334 6.196 -0.17 0.06 0.32
H 15.078 7.867 7.188 0.43 0.29 0.10
H 17.933 9.105 6.643 -0.54 -0.06 0.24
H 17.632 7.604 7.586 -0.24 0.30 0.31
H 13.978 10.312 8.457 0.26 0.42 -0.18
H 11.364 13.795 9.531 -0.31 -0.37 -0.10
H 11.874 12.493 10.540 -0.33 -0.28 0.16
H 9.321 13.068 10.596 0.08 -0.14 0.00
H 9.558 11.324 10.191 0.15 0.58 -0.27
H 9.201 13.589 8.285 0.03 -0.79 -0.02
H 8.103 12.417 8.657 -0.97 0.05 0.10
H 9.018 11.752 6.650 -0.01 0.29 -0.36
H 9.431 10.634 7.872 0.30 -0.09 0.49
H 11.055 13.054 6.877 0.15 -0.29 -0.06
H 11.591 11.354 6.594 -0.63 0.29 0.04
C 12.995 22.718 9.600 -0.80 -1.00 -1.20
C 13.865 21.493 9.488 -0.56 0.48 -0.09
C 13.581 20.254 10.066 -0.72 0.28 0.49
C 14.446 19.195 9.886 0.75 -0.33 -0.72
C 15.549 19.350 9.024 -1.09 -0.64 1.57
C 15.796 20.555 8.441 0.06 0.04 -0.10
C 14.982 21.642 8.694 0.51 -0.70 -0.49
S 16.664 17.967 8.846 0.16 0.02 0.06
C 16.466 17.858 7.089 1.07 0.87 -0.79
O 15.991 16.789 9.445 -0.32 -0.26 0.28
H 12.149 22.599 10.236 -0.66 -0.37 0.65
H 12.567 22.974 8.598 0.61 0.07 0.75
H 13.571 23.497 10.013 0.64 1.26 0.16
H 12.656 20.128 10.672 0.83 0.14 -0.44
H 14.303 18.216 10.320 -0.17 0.00 0.15
H 16.607 20.578 7.759 0.72 0.61 -0.49
H 15.220 22.555 8.177 -0.18 0.40 0.10
H 15.434 17.898 6.798 -0.54 0.03 -0.08
H 16.948 16.971 6.719 0.18 -0.56 0.09
H 17.041 18.713 6.663 -0.56 -0.43 0.15
```
Positions in Å, forces in eV/Å.

Atomic partial charges in e from the Mulliken method, atoms 1 to 5:
1 Sn 1.16
2 C -1.82
3 C 3.82
4 C -1.83
5 C -0.62